No. 1
Molecular formula: ClH3NO2P
Method: DFT, ωB97M-V/def2-TZVPD

The value obtained for the electronic energy is -27441.414 eV. The value obtained for the frontier orbital gap (alpha / beta) is 7.78 / 8.85 eV.

Atoms and positions in Å:
N1 -3.164 1.239 0.922
O1 3.182 -0.839 -0.378
O2 -2.173 0.689 0.263
P1 -0.864 1.224 -0.445
Cl1 -0.254 -0.490 -1.144
H1 -3.880 0.569 1.281
H2 3.540 -0.832 0.506
H3 3.614 -1.559 -1.005

=====

No. 2
Molecular formula: C3H5Cl2O2
Method: DFT, ωB97M-V/def2-TZVPD

The total charge is -1. The value obtained for the electronic energy is -32333.746 eV. The value obtained for the frontier orbital gap is 7.37 eV.

Atoms and positions in Å:
Cl1 3.563 4.531 -1.166
Cl2 3.642 5.522 1.598
C1 3.048 4.276 0.501
H1 1.941 4.258 0.539
H2 3.412 3.288 0.845
O1 1.877 0.806 1.778
O2 0.005 2.041 1.390
C2 0.631 1.004 1.743
C3 -0.250 -0.176 2.237
H3 -0.405 -0.069 3.324
H4 -1.235 -0.174 1.740
H5 0.239 -1.146 2.046

=====

No. 3
Molecular formula: C5H7FO2
Method: DFT, ωB97M-V/def2-TZVPD

The value obtained for the electronic energy is -12108.139 eV. The value obtained for the frontier orbital gap is 9.55 eV.

Atoms and positions in Å:
C1 0.156 -0.239 0.216
C2 -1.687 0.420 0.051
C3 1.248 0.481 0.089
C4 -2.619 -0.736 0.009
C5 2.577 -0.111 -0.123
O1 1.345 1.823 0.310
O2 -1.871 1.557 -0.055
F1 0.177 -1.615 0.165
H1 -2.113 -1.645 0.448
H2 -3.571 -0.614 0.504
H3 -2.923 -0.897 -0.990
H4 3.437 0.340 0.299
H5 2.695 -1.120 0.116
H6 2.555 -0.075 -1.183
H7 0.593 2.433 0.142

=====

No. 4
Molecular formula: C2H14O5
Method: DFT, ωB97M-V/def2-TZVPD

The structure (SMILES) is CCO.O.O.O.O. The value obtained for the electronic energy is -12538.133 eV. The value obtained for the frontier orbital gap is 10.44 eV.

Atoms and positions in Å:
C1 -3.076 2.191 1.346
O1 -1.832 2.705 0.847
C2 -3.073 0.681 1.406
H1 -3.847 2.542 0.658
H2 -3.260 2.621 2.330
H3 -1.258 1.953 0.676
H4 -2.963 0.241 0.418
H5 -3.902 0.259 1.971
H6 -2.254 0.358 2.050
H7 -0.010 -0.639 -0.150
H8 0.793 -1.460 0.774
O2 0.036 -1.548 0.178
H9 4.841 -2.485 -2.641
H10 5.904 -2.094 -1.647
O3 5.573 -2.862 -2.139
H11 1.362 1.210 0.984
H12 2.121 1.824 -0.225
O4 1.451 1.183 0.026
H13 0.803 -2.475 -1.627
H14 1.392 -1.644 -2.730
O5 1.200 -2.560 -2.505

=====

No. 5
Molecular formula: C3H5NOS
Method: DFT, ωB97M-V/def2-TZVPD

The value obtained for the electronic energy is -17560.730 eV. The value obtained for the frontier orbital gap is 8.29 eV.

Atoms and positions in Å:
C1 -1.503 -1.294 -0.788
C2 -0.397 -1.342 -1.389
C3 1.228 0.771 1.207
N1 -0.478 2.124 -0.492
O1 0.549 -1.435 -1.967
S1 0.913 2.181 -0.066
H1 -2.517 -1.388 -1.291
H2 -1.532 -0.999 0.301
H3 0.391 0.725 1.996
H4 2.184 0.902 1.808
H5 1.162 -0.245 0.681

=====

No. 6
Molecular formula: C18H19F6N2
Method: DFT, ωB97M-V/def2-TZVPD

The total charge is +1. The value obtained for the electronic energy is -38250.873 eV. The value obtained for the frontier orbital gap is 5.19 eV.

Atoms and positions in Å:
F1 -5.151 2.945 -0.895
C1 -5.224 1.741 -1.548
F2 -6.183 1.000 -0.918
F3 -5.683 1.995 -2.817
C2 -3.882 1.063 -1.541
C3 -3.800 -0.308 -1.318
C4 -2.556 -0.890 -1.181
C5 -1.372 -0.082 -1.125
C6 -0.174 -0.645 -0.624
C7 1.116 -0.036 -0.698
C8 1.355 1.345 -0.459
C9 2.606 1.895 -0.668
C10 3.646 1.094 -1.128
C11 4.997 1.699 -1.393
F4 5.987 0.889 -0.906
F5 5.239 1.873 -2.734
F6 5.153 2.920 -0.805
C12 3.460 -0.266 -1.364
C13 2.221 -0.829 -1.127
C14 -1.492 1.253 -1.621
C15 -2.737 1.826 -1.771
H1 -4.710 -0.906 -1.261
H2 -2.491 -1.978 -1.078
H3 -0.203 -1.707 -0.380
H4 0.539 1.987 -0.125
H5 2.766 2.957 -0.512
H6 4.278 -0.866 -1.751
H7 2.061 -1.889 -1.330
H8 -0.594 1.828 -1.839
H9 -2.819 2.860 -2.083
C16 -1.601 -1.353 1.884
N1 -0.312 -0.640 1.960
N2 0.799 -1.335 2.358
C17 1.635 -0.848 3.427
C18 0.867 -2.741 2.100
H10 -2.059 -1.603 2.872
H11 -2.302 -0.673 1.372
H12 -1.439 -2.266 1.291
H13 -0.395 0.227 2.490
H14 2.659 -1.147 3.171
H15 1.616 0.237 3.561
H16 1.418 -1.332 4.398
H17 1.930 -2.945 1.953
H18 0.511 -3.321 2.967
H19 0.322 -3.027 1.199